{"formula": "C9H11N3S", "method": "the ωB97M-V functional and the def2-TZVPD basis", "charge": 2, "homo_energy_ev": [-16.200, -16.201], "e_lumo_ev": [-9.00, -9.00], "species": ["C", "C", "C", "C", "C", "C", "C", "C", "C", "N", "N", "N", "S", "H", "H", "H", "H", "H", "H", "H", "H", "H", "H", "H"], "xyz": [[3.874, 1.145, 1.406], [3.654, -0.254, 1.441], [2.875, 2.018, 1.266], [2.341, -0.706, 1.550], [1.609, 1.672, 1.062], [1.197, 0.340, 1.352], [-3.031, -0.633, -1.651], [-0.899, -0.631, -0.630], [-2.293, -1.285, -2.695], [-2.237, -0.371, -0.506], [-4.299, -0.408, -1.401], [-0.085, 0.094, 1.392], [-0.585, -1.385, -2.078], [4.876, 1.603, 1.477], [4.558, -0.859, 1.560], [3.287, 3.131, 1.132], [2.099, -1.704, 1.758], [0.720, 2.347, 0.658], [-2.604, -2.323, -2.726], [-2.466, -0.846, -3.681], [-2.556, 0.257, 0.257], [-5.034, -0.500, -2.121], [-4.645, 0.109, -0.651], [-0.357, -0.811, 1.829]]}

=====

{"formula": "C4H5BrN2O", "method": "the ωB97M-V functional and the def2-TZVPD basis", "smiles": "C=C(Br)C(N)=O.C#N", "e_above_lowest_kj_mol": 145.9, "charge": 0, "homo_energy_ev": -9.429, "e_lumo_ev": 0.58, "species": ["C", "C", "C", "C", "N", "N", "O", "Br", "H", "H", "H", "H", "H"], "xyz": [[-0.511, 2.875, -0.581], [-0.218, -1.456, -0.210], [-0.239, 0.056, 1.757], [0.312, -0.271, 0.605], [-0.637, 1.758, -0.781], [0.413, -1.671, -1.385], [-1.034, -2.213, 0.284], [2.047, 0.309, 0.132], [-0.969, -0.519, 2.106], [-0.290, 3.833, -0.524], [0.305, 0.632, 2.464], [0.807, -1.010, -1.963], [0.015, -2.324, -1.904]]}

=====

{"formula": "C18H20MoN4O4SSeSi", "method": "the ωB97M-V functional and the def2-TZVPD basis", "e_above_lowest_kj_mol": 0.0, "charge": 2, "homo_energy_ev": -14.940, "e_lumo_ev": -9.66, "species": ["Mo", "N", "C", "S", "N", "N", "C", "C", "C", "C", "C", "C", "C", "C", "C", "C", "C", "C", "N", "H", "H", "H", "H", "H", "H", "H", "H", "H", "H", "H", "C", "Si", "C", "C", "C", "C", "H", "H", "H", "H", "H", "H", "H", "H", "H", "O", "Se", "O", "O", "O"], "xyz": [[-0.202, -0.070, -0.651], [3.405, -1.356, -2.713], [2.504, -1.032, -1.790], [1.569, 0.460, -2.043], [2.337, -1.733, -0.716], [1.379, -1.207, 0.109], [1.419, -1.481, 1.390], [2.294, -2.461, 1.988], [2.943, -2.167, 3.198], [3.792, -3.095, 3.766], [3.973, -4.332, 3.156], [3.322, -4.635, 1.964], [2.502, -3.700, 1.367], [0.533, -0.612, 2.184], [0.254, -0.788, 3.516], [-0.511, 0.180, 4.174], [-0.955, 1.279, 3.474], [-0.706, 1.351, 2.106], [0.012, 0.423, 1.473], [3.537, -0.801, -3.541], [3.997, -2.161, -2.570], [2.836, -1.191, 3.657], [4.315, -2.858, 4.682], [4.627, -5.063, 3.611], [3.461, -5.601, 1.500], [1.989, -3.938, 0.445], [0.623, -1.660, 4.038], [-0.741, 0.065, 5.225], [-1.520, 2.067, 3.951], [-1.097, 2.158, 1.505], [-3.153, 5.047, -1.906], [-2.741, 3.468, -2.769], [-1.542, 3.691, -4.179], [-4.154, 2.331, -3.148], [-1.609, 2.440, -1.597], [-0.841, 1.730, -0.929], [-3.739, 5.664, -2.591], [-2.252, 5.601, -1.643], [-3.749, 4.895, -1.006], [-2.059, 4.227, -4.979], [-1.204, 2.737, -4.586], [-0.677, 4.283, -3.882], [-5.017, 2.911, -3.482], [-4.461, 1.745, -2.282], [-3.882, 1.640, -3.947], [-3.626, -0.905, -1.387], [-2.369, -1.831, -1.127], [-1.507, -1.245, 0.271], [-0.985, -1.072, -2.014], [-2.328, -3.398, -1.275]]}

=====

{"formula": "C2H2N2O", "method": "the ωB97M-V functional and the def2-TZVPD basis", "smiles": "C#CO.N#N", "e_above_lowest_kj_mol": 224.9, "charge": 0, "homo_energy_ev": -9.292, "e_lumo_ev": 0.42, "species": ["C", "C", "N", "N", "O", "H", "H"], "xyz": [[-0.484, 0.809, 0.092], [-0.060, -0.306, -0.110], [-2.779, 0.304, 0.004], [-3.298, -0.664, -0.003], [0.212, -1.535, 0.005], [-0.564, 1.800, -0.248], [0.927, -1.895, 0.566]]}

=====

{"formula": "C4H10OS", "method": "the ωB97M-V functional and the def2-TZVPD basis", "e_above_lowest_kj_mol": 275.9, "charge": 0, "homo_energy_ev": [-8.042, -8.043], "e_lumo_ev": [0.19, 0.20], "species": ["C", "C", "C", "C", "O", "S", "H", "H", "H", "H", "H", "H", "H", "H", "H", "H"], "xyz": [[1.346, 0.290, 0.518], [0.813, -0.775, -1.732], [-1.821, 0.633, 1.409], [0.699, -0.849, -0.283], [-1.584, 0.773, -1.277], [-1.747, -0.264, -0.255], [2.432, 0.344, 0.600], [0.868, 1.289, 0.140], [1.081, 0.197, 1.601], [0.147, -0.074, -2.267], [0.420, -1.702, -2.116], [1.824, -0.624, -1.964], [-2.738, 1.201, 1.600], [-1.038, 1.441, 1.467], [-1.527, -0.063, 2.263], [0.827, -1.816, 0.296]]}

=====

{"formula": "C10H16AlN4OS2", "method": "the ωB97M-V functional and the def2-TZVPD basis", "e_above_lowest_kj_mol": 6.4, "charge": 3, "homo_energy_ev": -19.912, "e_lumo_ev": -11.27, "species": ["Al", "C", "C", "N", "N", "C", "N", "S", "C", "C", "C", "C", "C", "N", "H", "H", "H", "H", "H", "H", "H", "H", "H", "H", "C", "S", "C", "O", "H", "H", "H", "H", "H", "H"], "xyz": [[0.208, 0.675, 0.236], [-0.186, -2.921, 2.430], [0.036, -1.825, 1.461], [-0.265, -0.578, 1.640], [-0.745, -0.065, 2.819], [-0.577, 1.262, 3.033], [-0.951, 1.788, 4.168], [0.115, 2.277, 1.799], [0.730, -2.047, 0.161], [1.141, -3.277, -0.286], [1.826, -3.359, -1.506], [2.055, -2.207, -2.233], [1.605, -0.993, -1.728], [0.966, -0.908, -0.557], [-0.957, -2.700, 3.165], [0.753, -3.135, 2.955], [-0.484, -3.831, 1.912], [-1.051, -0.697, 3.550], [-1.373, 1.252, 4.917], [-0.824, 2.779, 4.338], [0.950, -4.172, 0.288], [2.166, -4.319, -1.872], [2.578, -2.230, -3.179], [1.759, -0.068, -2.267], [-1.931, 2.208, -3.178], [-1.247, 2.696, -1.612], [-0.085, 3.943, -2.124], [-0.320, 1.439, -1.256], [-1.134, 1.960, -3.876], [-2.509, 3.064, -3.536], [-2.604, 1.370, -3.007], [0.560, 3.566, -2.916], [0.483, 4.271, -1.255], [-0.688, 4.781, -2.483]]}